{"formula": "C33H72ClN2O23S8", "method": "ωB97M-V/def2-TZVPD", "homo_ev": -11.4, "spin_multiplicity": 1, "e_tot_ev": -184643.604, "charge": 1, "symbols": ["C", "C", "S", "C", "C", "C", "N", "C", "C", "C", "N", "C", "Cl", "C", "C", "C", "O", "O", "H", "H", "H", "H", "H", "H", "H", "H", "H", "H", "H", "H", "H", "H", "H", "H", "O", "S", "O", "O", "C", "C", "C", "H", "H", "H", "H", "H", "H", "H", "H", "O", "S", "O", "O", "C", "C", "C", "H", "H", "H", "H", "H", "H", "H", "H", "O", "S", "O", "O", "C", "C", "C", "H", "H", "H", "H", "H", "H", "H", "H", "O", "S", "O", "O", "C", "C", "C", "H", "H", "H", "H", "H", "H", "H", "H", "O", "S", "O", "O", "C", "C", "C", "H", "H", "H", "H", "H", "H", "H", "H", "O", "S", "O", "O", "C", "C", "C", "H", "H", "H", "H", "H", "H", "H", "H", "O", "S", "O", "O", "C", "C", "C", "H", "H", "H", "H", "H", "H", "H", "H"], "coordinates": [[-2.0682, 0.4550, -1.6909], [-1.7191, 1.5729, -0.5284], [-2.8031, 1.3481, 1.0294], [-2.5774, -0.3722, 1.7338], [-0.9719, -0.5831, 2.1265], [0.0322, -1.2477, 0.9767], [1.5250, -1.4646, 1.1582], [2.4643, -2.0783, 0.1437], [1.8298, -2.3096, -1.3489], [0.9710, -3.6697, -1.7741], [1.9535, -1.3373, -2.3191], [2.1680, -1.0678, 2.5044], [4.0098, -1.2771, 2.8512], [1.2967, -0.4214, 3.7673], [-0.3400, -0.1665, 3.5889], [-1.3014, 0.4607, 4.7976], [-0.9153, 1.5038, 5.5545], [-2.6265, -0.1371, 5.0612], [-1.9911, 1.0231, -2.7377], [-1.2796, -0.4152, -1.7389], [-3.1603, 0.0566, -1.4941], [-1.9001, 2.6365, -1.0396], [-0.5608, 1.4938, -0.2638], [-2.7692, -1.1401, 0.8409], [-3.3104, -0.6614, 2.5987], [-0.5099, -1.5549, -0.0369], [3.4890, -1.4825, 0.0270], [2.7893, -3.1527, 0.5495], [1.1241, -3.9876, -2.8906], [1.1389, -4.5622, -1.0020], [-0.1858, -3.3925, -1.6735], [2.4939, -0.5627, -1.8315], [1.7795, -0.1467, 4.8080], [-2.4657, -1.1434, 5.0224], [-0.7976, -4.0211, 6.0709], [-0.8600, -4.9432, 7.1856], [-2.0224, -5.7673, 7.4376], [-0.4753, -4.1471, 8.5539], [-1.1990, -2.9706, 8.8843], [-2.5668, -3.3022, 9.4513], [0.5697, -5.9945, 7.1302], [-1.2795, -2.3065, 8.0176], [-0.6171, -2.4392, 9.6447], [-3.2096, -3.7525, 8.6889], [-3.0624, -2.3999, 9.8207], [-2.4826, -4.0238, 10.2703], [1.4579, -5.3773, 6.9898], [0.4519, -6.6802, 6.2885], [0.6297, -6.5581, 8.0635], [-1.6902, -7.9364, -1.8287], [-2.6111, -6.8497, -1.5686], [-2.1713, -5.4741, -1.4785], [-3.4913, -7.2063, -0.2449], [-2.8109, -7.5355, 0.9575], [-2.2660, -6.2963, 1.6430], [-3.9361, -6.9371, -2.7472], [-2.0171, -8.2656, 0.7687], [-3.5407, -8.0161, 1.6175], [-1.4661, -5.8401, 1.0520], [-1.8589, -6.5452, 2.6271], [-3.0505, -5.5421, 1.7616], [-4.3081, -7.9617, -2.7864], [-3.5407, -6.6435, -3.7219], [-4.7253, -6.2468, -2.4428], [-4.5657, 3.8520, 0.3136], [-5.5424, 4.5061, 1.1591], [-6.8947, 4.0103, 1.2974], [-5.6010, 6.0882, 0.7749], [-5.8395, 6.4529, -0.5769], [-7.3045, 6.3010, -0.9415], [-4.8478, 4.6967, 2.7820], [-5.2005, 5.8770, -1.2543], [-5.5535, 7.5048, -0.6803], [-7.6030, 5.2484, -0.9386], [-7.4994, 6.7045, -1.9392], [-7.9403, 6.8192, -0.2166], [-3.8454, 5.1169, 2.6910], [-4.8006, 3.7097, 3.2469], [-5.4944, 5.3532, 3.3677], [5.5410, 1.4880, -1.8803], [4.5592, 2.2823, -2.5888], [3.2572, 1.7593, -2.9422], [5.2504, 2.9131, -3.9223], [5.8867, 2.0356, -4.8401], [4.8736, 1.3040, -5.7006], [4.3296, 3.8098, -1.7133], [6.5430, 1.3330, -4.3162], [6.5227, 2.6518, -5.4843], [4.2795, 0.6073, -5.1015], [5.3741, 0.7314, -6.4866], [4.1755, 2.0095, -6.1625], [5.3066, 4.2375, -1.4852], [3.7902, 3.5913, -0.7893], [3.7422, 4.4882, -2.3353], [9.9125, 5.9862, -3.4532], [9.1689, 5.3872, -2.3646], [7.9132, 5.9346, -1.8983], [10.1623, 5.1931, -1.0881], [10.8720, 6.3219, -0.5990], [9.9748, 7.2260, 0.2256], [8.9292, 3.6651, -2.7241], [11.3423, 6.8723, -1.4204], [11.6780, 5.9425, 0.0380], [9.2104, 7.6971, -0.3998], [10.5571, 8.0196, 0.7023], [9.4522, 6.6533, 0.9984], [9.8821, 3.2311, -3.0295], [8.2036, 3.5878, -3.5365], [8.5426, 3.1688, -1.8317], [-11.7052, 5.8958, -3.5139], [-11.0333, 4.8360, -2.7913], [-9.5984, 4.8221, -2.6052], [-11.4962, 3.3998, -3.4053], [-11.3491, 3.1757, -4.8000], [-9.9068, 2.8764, -5.1640], [-11.8051, 4.6579, -1.2022], [-11.7349, 4.0246, -5.3739], [-11.9678, 2.3081, -5.0523], [-9.2726, 3.7549, -5.0114], [-9.8255, 2.5797, -6.2136], [-9.5061, 2.0753, -4.5346], [-12.8868, 4.6177, -1.3364], [-11.5338, 5.5249, -0.5962], [-11.4361, 3.7447, -0.7310], [8.5817, -4.5216, -1.1044], [7.4465, -4.9742, -1.8811], [7.2884, -4.6379, -3.2796], [6.0755, -4.5872, -1.0907], [5.8672, -3.2350, -0.7096], [5.4359, -2.3865, -1.8912], [7.3117, -6.7364, -1.7110], [6.7615, -2.8230, -0.2309], [5.0697, -3.2328, 0.0409], [6.2448, -2.2900, -2.6217], [5.1545, -1.3814, -1.5643], [4.5865, -2.8444, -2.4081], [7.3802, -6.9964, -0.6540], [8.1352, -7.1928, -2.2642], [6.3571, -7.0595, -2.1312]], "forces_ev_per_a": [[0.066, 0.707, -0.241], [1.229, -0.934, -1.392], [0.288, 0.235, -0.064], [2.102, -1.946, -1.664], [3.024, -0.751, 1.081], [0.053, 1.206, 2.865], [-1.899, 2.092, 3.847], [1.213, -2.024, -1.344], [-0.659, 2.156, -3.322], [-0.671, 0.557, 1.251], [0.383, -3.182, 5.404], [-3.119, 1.180, 1.532], [-3.630, 0.233, -1.099], [-2.340, -0.788, -3.268], [2.174, -1.785, -3.263], [0.962, 4.473, 4.090], [-2.347, -7.168, -5.599], [4.470, -0.638, -1.135], [-0.363, -1.467, 2.273], [-1.617, 1.604, 0.200], [2.270, 0.724, -0.681], [0.022, -2.244, 1.894], [-2.501, 0.296, -0.393], [0.388, 1.469, 2.010], [1.569, 1.117, -1.603], [1.794, 0.609, 2.268], [-2.569, -0.831, 0.437], [-0.858, 2.329, -0.663], [0.058, 0.769, 2.339], [-0.163, 1.935, -1.880], [2.453, -0.584, -0.215], [-0.668, -0.658, -1.078], [-0.787, -0.727, -2.577], [-0.473, 1.892, -0.051], [-0.445, -0.324, 0.554], [0.120, -0.322, 0.942], [0.828, 0.985, -0.585], [0.378, -0.975, -1.183], [-0.808, 0.865, 0.476], [-0.304, -0.181, -0.125], [0.070, 0.096, 0.117], [0.081, -0.158, -0.033], [0.176, -0.301, -0.230], [0.072, 0.074, 0.108], [0.139, -0.066, -0.020], [0.044, 0.181, -0.084], [-0.148, -0.038, 0.048], [-0.141, 0.154, 0.092], [-0.078, 0.128, -0.132], [-0.402, 1.194, 0.466], [-0.541, -0.528, 0.079], [0.147, -0.894, 0.019], [0.121, 0.258, -1.374], [0.558, -0.112, 1.005], [0.238, 0.296, -0.056], [-0.118, 0.013, 0.147], [-0.099, 0.086, -0.153], [-0.071, 0.057, -0.399], [-0.071, -0.080, 0.062], [-0.115, -0.037, -0.086], [0.044, -0.175, 0.048], [0.100, 0.129, 0.068], [0.103, -0.023, 0.206], [0.156, -0.096, 0.000], [-0.875, 0.316, 0.276], [-0.309, 0.751, 0.122], [1.243, 0.103, -0.381], [0.475, -1.213, 1.072], [-0.530, 0.376, -1.203], [-0.152, -0.325, 0.014], [0.021, 0.172, -0.014], [-0.004, -0.055, 0.193], [0.144, -0.209, 0.348], [0.027, 0.203, -0.084], [0.055, -0.048, 0.136], [0.140, 0.032, -0.116], [-0.148, -0.039, -0.043], [-0.076, 0.066, -0.199], [0.063, -0.103, -0.153], [-0.836, 0.013, -0.569], [0.262, 0.932, -0.551], [0.966, -0.175, 0.480], [-0.624, 0.119, 1.534], [0.352, -0.841, -0.965], [-0.283, -0.219, 0.055], [0.086, 0.060, -0.148], [-0.109, 0.097, 0.118], [-0.156, 0.174, 0.334], [0.092, 0.063, -0.088], [0.009, 0.126, 0.096], [0.189, -0.061, 0.024], [-0.067, -0.046, -0.089], [0.065, -0.131, -0.165], [0.105, -0.153, 0.045], [-0.807, -0.146, 1.043], [0.475, -0.175, 0.178], [0.870, -0.160, -0.501], [-0.847, -0.628, -1.079], [0.461, 1.052, 0.537], [-0.329, 0.188, -0.065], [0.090, -0.071, 0.172], [-0.133, -0.155, -0.038], [-0.198, -0.261, -0.260], [0.126, -0.040, 0.083], [0.005, -0.142, -0.054], [0.165, 0.055, -0.064], [-0.097, 0.117, 0.065], [0.071, 0.193, 0.112], [0.048, 0.103, -0.112], [0.905, -0.832, 0.346], [-0.328, -0.319, -0.019], [-1.045, 0.258, -0.411], [-0.009, 0.908, 1.070], [0.313, -0.230, -1.132], [0.343, 0.176, 0.038], [-0.046, -0.196, -0.027], [0.019, 0.014, 0.202], [-0.055, 0.191, 0.361], [-0.094, -0.115, -0.044], [-0.095, 0.002, 0.112], [-0.127, 0.053, -0.119], [0.161, 0.004, -0.055], [0.059, -0.061, -0.220], [-0.014, 0.139, -0.121], [-1.024, 0.023, -0.796], [0.090, -0.234, -0.092], [0.303, 0.019, 1.265], [0.594, -0.770, -0.232], [-0.056, 0.985, -0.061], [0.096, 0.009, -0.305], [-0.212, 0.018, 0.103], [0.009, -0.165, -0.070], [0.186, -0.388, 0.000], [-0.122, 0.033, 0.138], [0.071, -0.001, -0.015], [0.083, 0.064, 0.115], [-0.003, 0.096, -0.131], [-0.062, 0.238, 0.030], [0.145, 0.104, 0.038]], "mulliken_charge": [-0.67, -0.34, -0.02, -0.69, 0.17, 0.19, 0.66, -0.99, 0.60, -1.11, -0.50, 0.30, -0.10, -0.69, 0.34, 0.45, -0.48, -0.43, 0.33, 0.04, 0.25, 0.35, 0.23, 0.29, 0.38, -0.16, 0.42, 0.33, 0.39, 0.25, 0.24, 0.17, 0.37, 0.38, -0.56, 1.13, -0.59, -0.27, -0.13, -1.02, -0.94, 0.14, 0.27, 0.30, 0.39, 0.27, 0.31, 0.37, 0.34, -0.65, 1.14, -0.50, -0.27, -0.38, -0.82, -0.98, 0.32, 0.28, 0.18, 0.39, 0.25, 0.35, 0.37, 0.32, -0.53, 1.11, -0.60, -0.26, -0.41, -0.86, -0.99, 0.29, 0.27, 0.27, 0.41, 0.26, 0.30, 0.36, 0.38, -0.65, 1.36, -0.63, -0.23, -0.33, -1.19, -0.94, 0.38, 0.34, 0.26, 0.41, 0.29, 0.25, 0.36, 0.34, -0.65, 1.21, -0.59, -0.27, -0.35, -0.97, -0.78, 0.33, 0.27, 0.29, 0.38, 0.26, 0.39, 0.14, 0.33, -0.65, 1.18, -0.54, -0.28, -0.34, -0.96, -0.96, 0.32, 0.27, 0.28, 0.38, 0.26, 0.35, 0.36, 0.32, -0.63, 1.19, -0.60, -0.29, -0.24, -0.69, -0.93, 0.36, 0.07, 0.48, 0.12, 0.23, 0.32, 0.38, 0.31]}



{"formula": "C5H8N", "method": "ωB97M-V/def2-TZVPD", "smiles": "C=C1C/[N+]1=C\\C", "homo_ev": -14.8, "spin_multiplicity": 1, "e_tot_ev": -6793.510, "charge": 1, "symbols": ["C", "C", "C", "N", "C", "C", "H", "H", "H", "H", "H", "H", "H", "H"], "coordinates": [[2.8757, 0.7006, 0.0742], [1.7076, 0.0678, 0.0241], [1.1380, -1.2916, -0.0918], [0.3591, -0.0999, -0.0752], [-0.8520, 0.4028, -0.0554], [-2.3797, 0.0050, 0.0949], [3.0467, 1.7945, -0.1084], [3.6999, 0.1082, 0.2497], [1.1493, -1.7913, -1.1431], [1.1986, -2.0957, 0.7495], [-1.0171, 1.5323, 0.0141], [-2.4653, -1.0293, 0.0942], [-2.8123, 0.4455, 0.9332], [-2.7971, 0.3658, -0.7177]], "forces_ev_per_a": [[-2.535, 2.627, -0.774], [2.434, -0.857, -0.337], [1.096, -3.467, -0.541], [-4.924, 1.544, 0.207], [-0.966, 2.588, 1.332], [5.373, -2.567, 1.441], [-0.464, -1.187, 0.563], [1.720, -1.227, 0.130], [0.165, 1.014, 1.879], [-0.686, 1.898, -1.238], [1.802, -1.238, -0.384], [-0.580, -1.948, 0.207], [-0.258, 0.897, 1.637], [-2.176, 1.923, -4.121]], "mulliken_charge": [-0.70, 0.40, -0.40, 0.04, 0.41, -1.25, 0.25, 0.28, 0.25, 0.27, 0.29, 0.36, 0.38, 0.43]}



It is found that the frontier orbital gap values, taken in the order of the records, are 6.1, 9.3 eV.